DFT (the ωB97M-V functional and the def2-TZVPD basis) results for a cluster of 2 separate species, C2H8NO2PS in total at a distorted geometry.

Element x y z (Å)
O 2.066 1.518 -1.092
S 2.551 1.048 0.160
O 1.482 1.376 1.429
P 2.129 -1.145 -0.050
H 0.572 1.612 1.199
H 3.541 -1.256 0.296
H 2.460 -1.256 -1.310
C -1.573 -1.262 0.046
C -1.532 0.054 0.126
N -0.841 0.948 -0.655
H -0.948 -1.794 -0.808
H -2.011 -1.945 0.757
H -1.988 0.565 0.952
H -1.502 1.761 -0.922
H -0.545 0.523 -1.525

Output
ΔE to the lowest compared entry with this formula, charge and spin (kJ/mol): 560.7
SMILES string: O=S(O)#[PH2].C=CN
Frontier orbital gap (Eh): 0.3418
LUMO level (eV): 0.532
Molecular weight (g/mol): 141.13
Total energy (eV): -27910.0572